Record 1
38
Properties=species:S:1:pos:R:3:forces:R:3 method="wB97M-V/def2-TZVPD" homo_lumo_gap_ev=8.4 de_lowest_kcal_mol=42.3
N 0.410845 0.492664 2.560731 2.8 -1.2 3.4
N 1.224813 -1.646482 2.055679 0.0 0.6 2.7
N -0.110032 -0.814416 -1.155366 -0.4 1.7 -0.5
S -3.852019 2.678060 -2.604520 -0.8 -0.2 -0.2
C 0.477391 0.305880 1.317265 -2.2 -2.1 -4.0
C 1.026149 -0.690773 2.980555 -0.4 -0.1 0.6
C 0.534326 -1.540965 -0.306587 -1.0 2.6 1.4
C -0.029710 1.107720 0.323127 -0.5 0.0 -2.2
C -0.406053 0.528701 -0.899446 -0.6 0.0 -0.1
N 0.739340 -1.036688 1.001517 0.3 1.0 -4.0
N -1.132914 1.207054 -1.913597 1.4 -1.2 0.7
C 2.600188 -0.298375 4.924078 2.5 0.2 -0.8
C 2.351642 -2.941729 -1.393170 -1.5 1.0 -0.3
C -2.523674 3.145072 -1.469882 1.4 -0.6 -0.5
C -3.149169 1.340371 -3.622622 1.9 -0.1 0.3
C 1.331900 -0.896554 4.402482 -2.1 -1.6 1.3
C 0.951650 -2.855892 -0.684423 2.4 -2.2 1.4
C -1.105323 2.644385 -1.913375 -2.1 -0.4 1.4
C -2.059170 0.494472 -2.848624 0.3 0.2 -0.4
H -0.144509 2.087945 0.708359 -0.6 1.0 -0.5
H 2.437121 0.739085 5.150988 0.0 0.7 -0.2
H 3.435744 -0.316375 4.087362 -1.4 -0.2 1.9
H 2.956633 -0.707524 5.907124 -0.2 -0.1 -1.2
H 3.078794 -2.408848 -0.826911 0.6 0.6 0.5
H 2.270063 -2.465549 -2.388681 0.2 -0.4 0.4
H 2.730785 -3.940108 -1.461270 -0.2 -0.7 -0.2
H -2.434414 4.212939 -1.482583 -0.5 0.7 0.3
H -2.755169 2.748432 -0.474709 0.2 0.3 -0.2
H -3.920694 0.639572 -4.036865 0.6 0.8 0.7
H -2.635407 1.839353 -4.477527 -0.5 -0.5 0.4
H 0.449079 -0.401612 4.982260 1.3 -1.3 -0.9
H 1.315864 -2.035377 4.483114 0.0 1.4 0.5
H 1.007372 -3.364986 0.279350 0.4 -0.5 0.0
H 0.229547 -3.413779 -1.214455 -1.0 -0.1 -0.9
H -0.874893 2.935822 -2.896285 0.2 0.9 -1.4
H -0.372711 3.089827 -1.226300 -0.1 -0.6 -0.3
H -2.462175 -0.294838 -2.289561 -1.5 -0.7 1.3
H -1.591213 -0.166485 -3.577235 1.0 0.7 -0.5

=====

Record 2
17
Properties=species:S:1:pos:R:3:forces:R:3 method="wB97M-V/def2-TZVPD" homo_lumo_gap_ev=7.7 de_lowest_kcal_mol=13.0 total_charge=-1
N -2.380674 0.440204 -0.680010 -0.1 -0.2 0.3
C -2.367432 1.671730 -0.164142 -0.2 0.5 -0.2
N -3.420547 2.362609 0.125016 0.0 -0.1 0.0
H -3.277560 -0.014704 -0.610744 0.0 -0.1 -0.1
H -1.472925 -0.106415 -0.583485 0.1 -0.1 -0.2
H -1.355521 2.064377 -0.062371 0.1 0.0 0.1
H -3.130035 3.278195 0.445815 0.0 0.1 0.1
C 2.685417 -0.328168 0.553654 0.0 0.2 0.1
N 2.175855 -1.506241 -0.110904 0.1 -0.3 0.0
C 0.694395 -1.569293 -0.036552 -0.1 -0.2 0.0
O 0.057559 -0.495558 -0.518275 -0.1 0.1 -0.1
H 2.300082 0.609123 0.143387 -0.1 0.1 0.0
H 3.777271 -0.301996 0.513449 0.1 0.0 0.0
H 2.379371 -0.369391 1.601197 0.1 0.0 0.1
H 2.399285 -1.440996 -1.097740 0.0 0.1 -0.1
H 0.482648 -1.766467 1.040320 0.0 0.0 0.1
H 0.452805 -2.527009 -0.558613 0.0 0.1 0.0

=====

Record 3
23
Properties=species:S:1:pos:R:3:forces:R:3 method="wB97M-V/def2-TZVPD" homo_lumo_gap_ev=9.9 de_lowest_kcal_mol=40.2 smiles="C=CC[C@H](C)NC.O"
C -3.153030 0.495185 0.473753 0.1 -0.8 0.1
C -2.295236 -0.375748 -0.044841 0.0 0.3 -0.2
C -1.297365 -0.013742 -1.092722 0.2 0.1 0.0
C 0.117107 0.313287 -0.571074 -0.6 -0.1 0.1
C 1.068194 0.425826 -1.750934 0.4 0.4 -0.1
N 0.658782 -0.599886 0.425442 0.3 0.1 0.1
C 0.183191 -0.464903 1.800721 -0.1 0.2 0.0
H -3.821526 0.143860 1.251228 -0.1 0.4 0.0
H -3.191371 1.515124 0.118731 -0.1 0.1 0.1
H -2.280038 -1.406534 0.284252 -0.1 -0.1 0.2
H -1.637346 0.888731 -1.593726 -0.1 0.1 -0.3
H -1.206027 -0.794655 -1.843371 -0.1 -0.2 -0.1
H 0.005785 1.265280 -0.063167 0.2 0.3 0.1
H 0.545171 0.646154 -2.681304 -0.1 -0.1 0.0
H 1.656272 -0.486678 -1.855280 -0.1 -0.1 -0.1
H 1.782556 1.238821 -1.611336 0.1 -0.1 0.1
H 0.568241 -1.553567 0.101863 0.1 -0.1 0.0
H -0.060883 0.581571 2.008361 0.1 -0.1 -0.1
H -0.724396 -1.033576 2.008684 0.0 -0.1 0.1
H 0.984809 -0.758542 2.480523 -0.1 -0.1 0.1
O 3.577583 0.189613 0.533168 -0.3 0.2 0.0
H 2.661948 -0.127529 0.671590 0.1 0.0 -0.3
H 3.461835 1.025166 0.057714 0.1 -0.3 0.2

=====

Record 4
126
Properties=species:S:1:pos:R:3:forces:R:3 method="wB97M-V/def2-TZVPD" spin_multiplicity=3 homo_lumo_gap_ev="7.7 / 3.6" total_charge=+1
Ni 1.744160 3.045434 1.978171 -0.8 -0.5 -0.6
O 0.265470 -0.061776 0.180901 -0.1 -1.8 -0.6
C 0.729320 0.932204 0.892551 0.2 3.9 1.3
O 0.141750 2.033864 0.883661 -2.3 1.5 -1.5
O 1.732110 0.929994 1.580961 3.9 -2.8 1.2
H -0.564770 0.319784 -0.113579 -0.7 -0.3 -0.5
C -0.056170 -1.297496 -3.302309 -0.1 1.2 -1.3
C 0.099370 0.015134 -4.234009 -0.5 0.4 -0.6
C 1.591770 0.074454 -4.758289 -1.8 -0.5 1.0
C 1.822190 1.110984 -5.838199 -0.1 0.8 -0.2
C 0.851960 0.984514 -7.012099 0.1 -1.8 0.4
C -0.624900 0.855814 -6.627439 -0.1 0.8 0.0
N -0.797610 -0.043586 -5.467039 4.3 -0.1 -0.2
O -2.091720 -0.313676 -5.179329 -1.6 -0.5 0.8
C -1.108760 2.319694 -6.370139 -0.9 -0.3 -0.6
C -1.342350 0.242954 -7.914149 0.1 0.7 1.7
C -0.175750 1.261964 -3.363589 -0.3 -0.6 0.5
H 0.049050 -2.198666 -3.906389 0.0 -0.1 -0.1
H -1.000570 -1.335776 -2.759399 -0.2 0.2 -0.2
H 0.724440 -1.323556 -2.541999 0.2 0.3 -0.1
H 2.058750 0.301504 -3.799919 0.9 0.0 -0.3
H 1.804580 -0.951456 -5.058819 0.4 0.0 -0.2
H 2.834570 1.126074 -6.241879 0.2 -0.4 0.2
H 1.735330 2.103914 -5.397019 -0.2 0.1 0.2
H 1.028870 0.021774 -7.491609 0.6 -0.2 -0.1
H 1.016230 1.722554 -7.797219 -0.2 0.3 0.3
H -1.411550 2.696164 -7.347219 -0.2 0.2 0.0
H -1.981060 2.369294 -5.718419 -0.1 -0.1 0.0
H -0.383860 3.052944 -6.016629 0.4 -0.5 0.2
H -1.197180 1.013944 -8.670859 -0.3 -0.3 -0.3
H -0.928590 -0.713556 -8.233499 0.4 0.1 0.1
H -2.390340 0.049114 -7.685559 -0.1 0.4 -0.2
H 0.417120 1.208304 -2.450499 0.7 0.3 -0.2
H -1.162430 1.268884 -2.900419 -0.5 -0.1 -0.6
H -0.029030 2.191764 -3.913169 0.1 -0.1 0.2
H -1.974170 -1.265556 -5.137969 -1.2 -0.3 0.0
C 4.178660 2.444694 3.734191 -0.6 0.1 0.7
C 3.308770 3.459624 4.580291 0.4 -1.5 1.0
C 3.963530 4.809154 4.570341 0.1 1.5 -0.3
C 3.210180 5.964204 5.250901 -0.5 -0.2 -1.1
C 1.793100 6.125604 4.591131 1.5 -1.7 1.6
C 1.047300 4.695514 4.627161 -1.0 1.8 -1.5
N 1.914520 3.595864 4.042251 1.8 3.3 -1.5
O 1.227650 2.438714 4.064741 -0.9 -1.9 1.5
C 0.545020 4.360364 6.023421 0.7 0.3 1.4
C -0.226640 4.885324 3.737421 -0.3 0.7 0.2
C 3.306500 2.842094 6.003761 -0.4 -1.2 0.8
H 3.700080 1.481264 3.558551 -0.5 0.2 0.0
H 4.997160 2.180424 4.403761 0.4 0.3 -0.3
H 4.551330 2.789034 2.769491 0.0 0.4 0.1
H 4.962850 4.861514 5.002451 0.1 -0.8 -0.1
H 4.073010 5.049654 3.512861 0.1 0.3 -0.2
H 3.760740 6.884414 5.055461 0.1 0.0 -0.1
H 3.254020 5.861924 6.335211 -0.5 -0.2 0.1
H 1.990630 6.518414 3.593741 -0.4 -0.4 -0.2
H 1.302070 6.909394 5.167901 -0.7 -0.3 -0.1
H 1.291530 4.583734 6.785611 0.4 -0.4 -0.1
H -0.259550 4.951564 6.460731 -0.5 0.2 -1.0
H 0.230430 3.323404 6.141061 -0.1 0.0 0.1
H -0.091880 5.414164 2.793881 0.7 -0.1 -0.1
H -0.905990 4.071704 3.483271 0.5 -0.6 0.5
H -0.827280 5.583114 4.320871 -0.2 0.1 0.0
H 2.523810 3.068924 6.727671 0.0 0.8 -0.4
H 4.232190 2.926944 6.572971 0.2 0.4 -0.4
H 3.161580 1.762674 5.959591 0.2 -0.3 -0.5
H 1.048980 2.369534 5.005431 -0.6 -1.2 0.5
C -7.050730 -1.470436 2.779711 0.3 -0.3 1.1
C -6.229120 -1.601996 1.515111 0.7 -1.5 -1.8
C -6.908340 -0.738116 0.440541 0.6 0.9 0.0
C -6.075160 -0.485506 -0.855209 -1.5 -1.3 0.5
C -4.720080 0.056774 -0.560709 0.3 -0.2 0.3
C -3.930270 -0.640026 0.632731 -1.1 2.6 0.3
N -4.838650 -0.999546 1.733781 -2.6 1.1 -0.4
O -4.198200 -1.342676 2.923331 0.7 -1.2 -0.2
C -3.224390 -1.802146 0.102871 0.7 -2.0 -1.1
C -2.933320 0.440304 1.105261 -0.4 0.5 -0.1
C -6.225700 -3.134816 1.027781 0.3 0.8 0.2
H -8.049150 -1.896606 2.877871 -0.1 -0.3 -1.2
H -7.229710 -0.425026 3.031081 0.6 0.1 0.3
H -6.542900 -2.048436 3.551811 0.3 0.5 0.4
H -7.924270 -1.096916 0.275501 0.1 -0.2 -0.3
H -7.022720 0.177674 1.020491 -0.1 0.6 -0.6
H -6.546170 0.140164 -1.613359 -0.4 0.4 0.5
H -6.027000 -1.414496 -1.423319 0.3 -0.5 0.2
H -4.832580 1.136854 -0.466529 0.3 0.1 0.7
H -4.177390 -0.064886 -1.498139 0.6 -0.1 0.1
H -2.685020 -2.373016 0.858711 0.1 0.1 0.1
H -3.939320 -2.484406 -0.357009 -0.1 -0.2 0.1
H -2.567850 -1.543116 -0.727759 0.4 0.2 0.1
H -2.414690 0.859994 0.243291 0.9 -0.8 -0.2
H -3.364610 1.412614 1.343411 -0.9 -0.3 0.7
H -2.327480 0.131184 1.957031 0.3 0.0 -0.4
H -6.170780 -3.285736 -0.050329 0.3 0.6 -0.2
H -7.160910 -3.647566 1.252641 0.1 0.1 0.6
H -5.358330 -3.659316 1.428591 -0.2 -0.1 0.3
H -4.575470 -0.821036 3.635481 -0.2 0.4 -0.2
C 3.304210 -3.152656 -2.473349 0.4 -0.1 0.7
C 2.617500 -4.344276 -1.631069 0.9 -0.5 -1.8
C 3.663000 -5.388296 -1.248399 2.7 0.5 -0.4
C 4.634660 -5.041676 -0.079829 -0.9 -0.4 -0.5
C 3.781030 -4.730636 1.092921 -1.3 1.4 0.9
C 2.679740 -3.577906 0.846261 1.8 0.5 0.2
N 1.974570 -3.852396 -0.458069 -0.5 0.5 1.3
O 0.753510 -3.301456 -0.643599 0.8 -0.9 -0.1
C 1.766440 -3.436366 2.068571 -1.0 -0.2 -0.9
C 3.310190 -2.154506 0.652781 0.5 0.5 -0.7
C 1.640970 -4.958246 -2.643709 -1.2 0.4 -0.5
H 2.763300 -2.218656 -2.321159 -0.1 -0.1 -0.5
H 3.402710 -3.467916 -3.512099 -0.9 0.1 0.0
H 4.355460 -2.940796 -2.278199 0.0 -0.2 1.0
H 3.307700 -6.414886 -1.159049 -0.4 0.2 0.1
H 4.397910 -5.360136 -2.052899 -0.5 -0.5 -0.7
H 5.373620 -4.261626 -0.262999 -0.4 0.4 -0.5
H 5.286390 -5.899206 0.087521 -0.3 -0.3 0.2
H 4.390630 -4.403006 1.935021 -0.2 0.1 0.2
H 3.192960 -5.587956 1.420461 0.1 -0.2 0.0
H 1.168930 -4.337126 2.208981 0.1 0.0 0.2
H 2.303690 -3.169186 2.978551 0.4 -0.4 -0.3
H 1.078580 -2.605656 1.910921 -0.1 0.0 0.0
H 4.154260 -2.074026 -0.032179 0.3 -0.7 0.1
H 2.650830 -1.411376 0.204331 -0.7 -0.1 0.2
H 3.610530 -1.680376 1.587171 -0.1 -0.4 0.2
H 0.907060 -4.279846 -3.078749 -0.1 0.7 0.7
H 1.013680 -5.766696 -2.268189 0.5 -0.3 0.1
H 2.155210 -5.166466 -3.581949 0.5 -0.9 0.5
H 0.920470 -2.357266 -0.596339 -0.5 1.3 0.5

=====

In order of appearance, total energy = -1178.66705 -359.82187 -367.56727 -3709.42564 Eh.